Entry 1:
Computed, not measured: an isolated molecule of C21H26N2O3, with the ωB97M-V functional and the def2-TZVPD basis.

Last column: Mulliken charge in e.
CARTESIAN COORDINATES (ANGSTROEM)
N1 -3.11 -3.98 -0.17  -0.377
C1 -3.47 -2.77 -0.66  0.277
O1 -2.92 -2.30 -1.63  -0.619
C2 -4.60 -2.11 0.12  0.212
C3 -5.20 -0.92 -0.62  -1.325
C4 -4.25 0.27 -0.65  -0.442
N2 -3.86 0.63 0.70  0.089
C5 -3.15 -0.46 1.33  -0.500
C6 -4.09 -1.64 1.49  -1.214
H1 -3.59 -2.45 2.02  0.468
H2 -4.95 -1.32 2.09  0.416
H3 -2.81 -0.13 2.32  0.506
H4 -2.26 -0.78 0.75  0.244
C7 -3.22 1.92 0.80  -1.590
H5 -3.93 2.68 0.47  0.526
C8 -1.93 2.11 -0.03  0.980
O2 -2.29 2.62 -1.29  -0.582
H6 -1.49 2.88 -1.75  0.385
C9 -0.96 3.08 0.66  -1.153
O3 0.23 3.22 -0.08  -0.472
C10 1.21 2.27 0.00  0.781
C11 2.33 2.49 -0.81  -0.707
C12 3.38 1.60 -0.80  -0.476
C13 3.36 0.47 0.02  0.219
C14 2.24 0.26 0.82  -1.097
C15 1.17 1.14 0.81  -0.058
H7 0.32 0.93 1.44  0.323
H8 2.19 -0.62 1.45  0.477
C16 4.49 -0.47 0.04  0.282
C17 5.14 -0.83 -1.14  -0.472
C18 6.20 -1.71 -1.13  -0.551
C19 6.64 -2.24 0.07  -0.422
C20 6.01 -1.89 1.25  -0.538
C21 4.94 -1.01 1.24  -0.441
H9 4.47 -0.73 2.16  0.456
H10 6.36 -2.30 2.19  0.372
H11 7.48 -2.93 0.09  0.369
H12 6.69 -1.98 -2.05  0.373
H13 4.79 -0.43 -2.08  0.468
H14 4.24 1.80 -1.41  0.481
H15 2.34 3.37 -1.43  0.440
H16 -1.40 4.07 0.68  0.288
H17 -0.75 2.76 1.69  0.465
H18 -1.43 1.14 -0.16  0.272
H19 -3.00 2.10 1.86  0.472
H20 -4.74 1.13 -1.10  0.453
H21 -3.38 0.02 -1.27  0.310
H22 -5.44 -1.20 -1.65  0.380
H23 -6.12 -0.62 -0.11  0.441
H24 -5.38 -2.87 0.27  0.358
H25 -3.59 -4.41 0.60  0.196
H26 -2.38 -4.50 -0.63  0.256

## Properties
Kohn-Sham gap   8.81 eV
Highest occupied orbital energy   -8.10 eV
Total charge   0
SMILES   NC(=O)C1CCN(C[C@@H](O)COc2ccc(-c3ccccc3)cc2)CC1
Energy above the lowest of the compared OMol25 structures with the same formula, charge and spin   175.8 kJ/mol
Max |F|   0.012 Eh/bohr
Electronic energy   -1151.071809 a.u.
Spin multiplicity   1

Entry 2:
Computed, not measured: an isolated molecule of C21H26N2O3, with the ωB97M-V functional and the def2-TZVPD basis.

Last column: Mulliken charge in e.
CARTESIAN COORDINATES (ANGSTROEM)
C1 1.06 2.98 -0.28  -1.227
C2 -0.24 2.34 0.08  0.805
C3 -1.38 2.50 -0.69  -1.092
C4 -2.58 1.90 -0.35  -0.466
C5 -2.66 1.10 0.78  0.586
C6 -1.52 0.94 1.57  -0.212
C7 -0.34 1.55 1.23  -0.241
H1 0.53 1.41 1.85  0.346
H2 -1.60 0.32 2.45  0.405
O1 -3.77 0.45 1.23  -0.502
C8 -4.98 0.49 0.50  -0.806
C9 -4.98 -0.39 -0.75  -0.469
C10 -4.61 -1.84 -0.44  -0.976
C11 -3.19 -2.01 0.12  0.630
O2 -2.97 -2.55 1.17  -0.667
N1 -2.24 -1.54 -0.74  -0.032
C12 -0.87 -1.38 -0.52  0.652
C13 -0.13 -0.71 -1.49  -1.030
C14 1.22 -0.48 -1.32  -0.257
C15 1.88 -0.92 -0.17  0.546
C16 1.14 -1.62 0.78  -0.369
C17 -0.21 -1.85 0.62  -1.173
H3 -0.77 -2.38 1.37  0.529
H4 1.62 -2.01 1.66  0.528
N2 3.26 -0.75 0.03  0.123
C18 3.71 -0.18 1.28  -0.452
H5 3.09 -0.54 2.10  0.539
C19 5.16 -0.58 1.51  -0.861
H6 5.56 -0.12 2.42  0.358
O3 5.98 -0.14 0.46  -0.389
C20 5.54 -0.68 -0.77  -0.842
C21 4.09 -0.29 -1.07  -0.646
H7 3.78 -0.79 -1.99  0.537
H8 4.03 0.80 -1.20  0.284
H9 6.21 -0.29 -1.54  0.368
H10 5.61 -1.78 -0.74  0.380
H11 5.23 -1.68 1.61  0.381
H12 3.65 0.92 1.25  0.169
H13 1.75 0.06 -2.09  0.345
H14 -0.62 -0.34 -2.38  0.259
H15 -2.56 -1.14 -1.60  0.195
H16 -4.69 -2.45 -1.34  0.365
H17 -5.29 -2.24 0.31  0.362
H18 -5.99 -0.37 -1.18  0.424
H19 -4.30 0.02 -1.50  0.275
H20 -5.72 0.12 1.21  0.453
H21 -5.24 1.52 0.23  0.382
H22 -3.44 2.07 -0.98  0.417
H23 -1.34 3.11 -1.58  0.325
H24 1.85 2.23 -0.33  0.008
H25 1.34 3.72 0.47  0.388
H26 0.99 3.48 -1.25  0.347

## Properties
Kohn-Sham gap   8.14 eV
Highest occupied orbital energy   -7.44 eV
Total charge   0
SMILES   Cc1ccc(OCCCC(=O)Nc2ccc(N3CCOCC3)cc2)cc1
Energy above the lowest of the compared OMol25 structures with the same formula, charge and spin   212.3 kJ/mol
Max |F|   0.012 Eh/bohr
Electronic energy   -1151.057926 a.u.
Spin multiplicity   1